No. 1
{
  "formula": "C24H32Cl2DyN3O3",
  "method": "wB97M-V/def2-TZVPD",
  "elements": ["O", "C", "C", "C", "H", "C", "H", "C", "H", "C", "H", "C", "H", "H", "C", "C", "H", "H", "H", "C", "C", "H", "H", "H", "H", "Dy", "Cl", "Cl", "H", "H", "C", "C", "N", "H", "C", "O", "H", "H", "H", "H", "H", "H", "C", "C", "N", "H", "C", "O", "H", "H", "H", "H", "N", "C", "C", "C", "C", "C", "C", "C", "H", "H", "H", "H", "H"],
  "coordinates": [[0.831229, 0.532477, -4.524022], [1.784468, 0.545456, -5.310545], [1.657339, -0.047837, -6.700962], [0.379813, -0.468998, -7.125052], [-0.489712, -0.212273, -6.522979], [0.248564, -1.245559, -8.270373], [-0.733627, -1.619272, -8.555333], [1.382620, -1.534319, -9.045175], [1.282999, -2.150282, -9.940238], [2.638083, -1.008732, -8.692354], [3.514785, -1.205568, -9.322765], [2.771463, -0.235579, -7.532691], [3.727152, 0.208436, -7.237498], [2.792742, 0.985525, -5.092596], [2.204853, -2.478393, -0.671100], [1.803971, -1.543312, 0.380245], [2.833343, -3.279712, -0.257770], [2.747045, -2.006067, -1.502028], [1.297672, -2.926920, -1.097491], [2.076708, -1.499351, 1.657779], [2.852183, -2.580969, 2.425544], [1.710885, -0.704436, 2.320053], [3.267026, -3.346194, 1.752818], [2.176223, -3.067990, 3.144146], [3.674356, -2.135928, 3.000986], [-0.189427, 0.249797, -0.379883], [-1.576573, -1.626064, -1.378798], [1.771356, 0.915386, -1.878806], [-2.740878, 1.648800, -4.073225], [-4.970748, 1.133244, -3.259868], [-2.238363, 1.285747, -3.177450], [-4.534238, 0.647881, -2.384988], [-3.229197, 1.245461, -2.099849], [-1.414643, 1.951634, -2.885181], [-2.919829, 1.584652, -0.859759], [-1.747936, 1.891933, -0.484441], [-5.197310, 0.791543, -1.514927], [-3.770606, 1.542739, -0.158332], [-1.837715, 0.280001, -3.350557], [-4.445841, -0.430711, -2.585622], [2.119866, 4.218793, 3.170305], [1.961439, 5.781399, 1.076258], [2.530479, 3.451295, 2.505254], [2.391090, 4.948400, 0.500399], [2.069149, 3.678821, 1.137775], [2.242885, 2.457363, 2.858354], [1.337011, 2.802980, 0.474932], [0.944562, 1.702328, 0.960561], [1.958100, 4.924179, -0.509480], [1.099314, 3.088475, -0.563301], [3.616768, 3.566239, 2.547085], [3.480972, 5.076403, 0.441154], [-0.976748, -0.394503, 1.797123], [-1.230488, -0.683165, 2.906250], [-1.557570, -1.029190, 4.250121], [-0.624622, -1.672171, 5.086289], [-0.951401, -1.910182, 6.432282], [-2.206255, -1.539808, 6.921059], [-3.152372, -0.943278, 6.081335], [-2.832534, -0.708283, 4.743409], [0.356460, -1.987412, 4.707922], [-0.216703, -2.381498, 7.105791], [-2.451528, -1.718379, 7.964241], [-4.130076, -0.656874, 6.468842], [-3.585293, -0.266071, 4.078555]],
  "forces_ev_per_angstrom": [[2.166, 0.213, -2.156], [-1.948, -0.089, 0.337], [-0.375, 0.135, 0.096], [0.498, -0.280, 0.072], [0.268, -0.176, 0.019], [0.372, 0.261, -0.083], [0.247, 0.077, -0.034], [0.241, 0.245, 0.238], [0.069, 0.159, 0.256], [-0.221, 0.056, -0.117], [-0.448, 0.102, 0.272], [-0.428, -0.238, 0.304], [-0.214, -0.339, -0.115], [-0.591, -0.189, 0.360], [-0.107, -0.567, -0.470], [-0.900, 1.176, -0.264], [-0.024, -0.038, -0.177], [-0.174, 0.084, 0.313], [0.226, -0.053, -0.051], [0.450, -0.595, 1.202], [-0.035, 0.294, -0.231], [-0.046, -0.069, -0.357], [-0.157, 0.240, 0.321], [0.186, -0.027, -0.135], [-0.079, -0.116, -0.088], [2.330, -1.927, -0.558], [-0.852, -0.774, -0.416], [0.768, 0.481, -0.447], [0.115, 0.062, -0.035], [-0.027, 0.004, 0.077], [0.122, -0.154, 0.285], [-0.008, 0.019, 0.179], [-0.364, 0.042, 0.103], [-0.296, -0.220, -0.202], [1.222, 0.031, 0.096], [-2.599, 0.717, -0.355], [0.270, -0.061, -0.419], [0.351, 0.063, -0.059], [-0.046, 0.191, 0.002], [0.175, 0.329, 0.118], [-0.138, -0.130, -0.077], [0.107, -0.178, -0.200], [0.033, 0.223, -0.053], [0.051, -0.126, 0.070], [0.236, 0.408, 0.294], [0.011, 0.241, -0.280], [-0.792, -2.018, 0.629], [0.942, 2.726, 0.174], [0.273, 0.224, 0.334], [0.014, -0.115, 0.366], [-0.027, -0.170, -0.097], [-0.280, 0.014, -0.052], [-1.263, -0.885, 4.099], [0.729, 0.627, -3.274], [-0.137, -0.404, 0.926], [0.063, 0.006, 0.400], [0.087, 0.008, -0.355], [0.040, 0.098, -0.200], [0.379, -0.154, -0.217], [-0.282, 0.209, 0.108], [-0.491, 0.298, 0.051], [-0.460, 0.260, -0.504], [0.044, 0.027, -0.142], [0.260, -0.129, -0.148], [0.466, -0.127, 0.267]],
  "e_homo_ev": [-5.8, -6.2],
  "spin_multiplicity": 6,
  "e_above_lowest_kcal_mol": 33.8
}

No. 2
{
  "formula": "C25H31N5O",
  "method": "wB97M-V/def2-TZVPD",
  "elements": ["C", "C", "N", "C", "C", "C", "C", "H", "H", "H", "C", "N", "C", "C", "H", "H", "C", "N", "C", "C", "C", "N", "H", "H", "N", "C", "O", "C", "H", "H", "C", "H", "H", "C", "C", "C", "C", "C", "C", "C", "H", "H", "H", "H", "H", "H", "H", "H", "C", "C", "H", "H", "H", "H", "H", "H", "H", "H", "H", "H", "H", "H"],
  "coordinates": [[-5.276053, -3.186834, 2.680329], [-5.410655, -2.613493, 1.303943], [-4.971765, -1.374370, 1.129356], [-5.068692, -0.811784, -0.066494], [-5.606558, -1.474897, -1.163865], [-6.060939, -2.770979, -0.990155], [-5.966325, -3.352193, 0.262733], [-6.312535, -4.359832, 0.436863], [-6.485443, -3.320434, -1.818559], [-5.652255, -0.978468, -2.119598], [-4.560014, 0.599698, -0.190852], [-3.659026, 0.712758, -1.327421], [-2.432529, -0.040693, -1.167708], [-1.431246, 0.607647, -0.201109], [-0.519483, 0.008047, -0.156763], [-1.854660, 0.642891, 0.803521], [-1.123113, 2.038477, -0.658709], [-0.232996, 2.694348, 0.272103], [1.112695, 2.545695, 0.382636], [1.520468, 3.306153, 1.459578], [0.335248, 3.871749, 1.944258], [-0.706339, 3.496328, 1.231446], [0.206589, 4.532811, 2.777623], [2.517605, 3.419766, 1.825329], [1.827100, 1.741126, -0.492961], [3.148912, 1.413878, -0.373961], [3.862928, 1.831761, 0.506291], [3.610312, 0.455624, -1.459331], [4.695436, 0.372842, -1.392846], [3.350624, 0.864420, -2.438940], [2.983206, -0.932738, -1.291214], [1.893511, -0.866298, -1.362234], [3.329274, -1.574355, -2.104810], [3.357518, -1.576651, 0.051018], [4.826648, -1.888980, 0.116131], [5.717008, -1.004449, 0.711579], [7.072037, -1.285684, 0.737724], [7.552863, -2.452959, 0.169841], [6.672007, -3.339504, -0.426081], [5.318164, -3.057217, -0.452859], [4.632901, -3.754096, -0.916210], [7.040431, -4.253470, -0.869523], [8.610232, -2.672931, 0.192227], [7.754449, -0.589922, 1.203537], [5.347441, -0.089098, 1.149982], [3.087419, -0.899139, 0.863119], [2.782328, -2.498438, 0.167625], [1.309232, 1.347122, -1.264374], [-2.427999, 2.821180, -0.787498], [-3.377735, 2.074082, -1.733023], [-2.928202, 2.026517, -2.731804], [-4.322043, 2.615585, -1.815556], [-2.874057, 2.926543, 0.200512], [-2.225663, 3.821433, -1.171060], [-0.634096, 2.010424, -1.645010], [-1.973025, -0.129350, -2.159176], [-2.685988, -1.044026, -0.820112], [-5.411140, 1.261528, -0.378682], [-4.110089, 0.886957, 0.769644], [-4.680560, -4.097944, 2.655664], [-4.797185, -2.461428, 3.330919], [-6.256783, -3.435767, 3.082304]],
  "forces_ev_per_angstrom": [[-0.017, -0.050, -0.007], [-0.139, -0.296, -0.066], [0.168, 0.263, 0.271], [-0.126, -0.019, -0.244], [-0.001, -0.024, 0.113], [0.023, 0.058, 0.074], [0.051, 0.114, -0.010], [-0.023, -0.096, 0.023], [-0.030, -0.030, -0.052], [0.016, 0.053, -0.108], [0.060, 0.058, -0.077], [-0.219, -0.002, -0.083], [0.197, -0.104, 0.120], [-0.130, 0.015, -0.337], [0.049, -0.025, 0.055], [0.063, 0.049, 0.084], [-0.457, -0.251, 0.136], [0.776, 0.009, -0.077], [0.032, 0.347, 0.478], [0.178, -0.167, -0.153], [-0.004, -0.238, -0.270], [-0.654, 0.367, 0.313], [-0.063, 0.139, 0.174], [0.190, -0.012, 0.025], [-0.541, -0.009, -0.219], [0.158, -0.252, -0.541], [0.106, 0.131, 0.271], [0.041, -0.095, 0.044], [-0.063, 0.120, -0.020], [0.047, 0.025, -0.005], [0.015, 0.037, 0.110], [-0.013, -0.038, -0.070], [-0.070, 0.004, -0.020], [-0.044, -0.023, -0.218], [-0.080, -0.011, 0.122], [0.003, -0.019, 0.045], [0.096, 0.020, 0.014], [0.114, -0.008, 0.002], [0.045, -0.087, -0.065], [-0.008, 0.017, -0.006], [-0.080, -0.077, -0.037], [0.027, -0.068, -0.024], [0.077, -0.016, 0.005], [0.055, 0.056, 0.041], [-0.059, 0.099, 0.037], [-0.062, -0.059, 0.074], [-0.012, 0.056, 0.072], [0.177, 0.000, 0.072], [-0.009, -0.177, -0.281], [0.118, 0.187, 0.032], [-0.043, 0.077, -0.030], [0.034, 0.010, -0.058], [0.019, 0.049, -0.010], [-0.013, 0.062, 0.055], [-0.043, 0.041, 0.087], [0.033, -0.085, 0.019], [0.091, -0.022, -0.097], [0.057, 0.054, 0.048], [-0.107, -0.024, -0.028], [0.026, -0.085, 0.069], [0.014, 0.005, 0.038], [-0.047, -0.056, 0.090]],
  "e_homo_ev": -8.4,
  "smiles": "Cc1cccc(CN2CCC(n3nccc3NC(=O)CCCc3ccccc3)CC2)n1",
  "e_above_lowest_kcal_mol": 9.5
}

No. 3
{
  "formula": "C20H21FN2O5S",
  "method": "wB97M-V/def2-TZVPD",
  "elements": ["C", "C", "O", "C", "C", "C", "C", "C", "O", "C", "S", "O", "O", "F", "C", "C", "O", "H", "H", "H", "H", "H", "H", "H", "H", "H", "H", "H", "N", "C", "C", "C", "C", "C", "H", "H", "H", "H", "H", "N", "C", "C", "C", "C", "C", "H", "H", "H", "H", "H"],
  "coordinates": [[5.388443, -1.818602, -0.581771], [4.493030, -0.597479, -0.946889], [3.426737, -0.386147, -0.022656], [3.264357, 0.970140, 0.338591], [2.281137, 1.735092, -0.623164], [1.004147, 0.877913, -0.709847], [0.275899, 0.713571, 0.396413], [-0.951565, -0.193732, 0.234646], [-2.006072, 0.040050, 0.709724], [-0.690371, -1.421985, -0.658955], [-1.290680, -3.082324, -0.247510], [-2.671512, -3.283129, -0.570508], [-0.405662, -3.988891, -0.898852], [-0.993204, -3.255895, 1.315276], [0.063351, -1.262878, -1.804783], [0.567016, 0.180641, -2.012222], [0.571527, 0.709947, -3.066440], [5.324767, -2.583365, -1.376930], [5.083581, -2.305005, 0.360732], [6.458633, -1.546704, -0.510291], [4.035331, -0.807123, -1.937902], [5.154247, 0.282188, -1.063970], [2.786388, 0.990654, 1.337643], [4.223199, 1.520160, 0.397900], [2.754544, 1.767627, -1.619753], [2.045032, 2.724172, -0.202062], [0.523091, 1.170412, 1.360167], [0.320962, -2.091814, -2.472485], [-4.297203, 0.607477, -4.593974], [-3.274285, 0.356925, -3.773378], [-3.173503, -0.790496, -3.001230], [-4.180743, -1.722677, -3.080391], [-5.256399, -1.490108, -3.920625], [-5.264324, -0.313298, -4.654599], [-2.504245, 1.121139, -3.742631], [-2.328422, -0.956706, -2.354336], [-4.126183, -2.625789, -2.485473], [-6.067316, -2.201012, -4.005677], [-6.081335, -0.083593, -5.330459], [0.607080, 3.040026, 4.268995], [-0.680751, 3.360381, 4.414873], [-1.598107, 2.580406, 5.101708], [-1.157741, 1.396670, 5.668834], [0.173925, 1.041214, 5.530415], [1.010209, 1.893214, 4.826713], [-0.980853, 4.294196, 3.951916], [-2.629918, 2.892837, 5.189046], [-1.843593, 0.758624, 6.212515], [0.555865, 0.124204, 5.958807], [2.061488, 1.658869, 4.694848]],
  "forces_ev_per_angstrom": [[-0.024, -0.202, -0.173], [0.350, -0.818, -0.803], [0.818, 0.540, 0.080], [-0.971, 0.773, 0.255], [0.171, -1.389, -0.344], [0.547, 0.514, 0.385], [-0.832, -1.149, -0.952], [2.208, -0.008, -0.352], [-1.575, -0.018, 0.843], [1.390, 0.221, -1.083], [-0.009, -1.126, -1.710], [0.465, 0.983, 1.392], [0.550, 0.252, 0.424], [-0.620, 0.797, -1.169], [-1.055, -0.009, 2.642], [0.034, -1.050, 2.360], [0.270, 0.671, -1.599], [-0.026, 0.292, 0.394], [0.038, 0.389, -0.359], [-0.580, -0.004, 0.102], [0.269, 0.283, 0.400], [-0.568, -0.127, 0.230], [0.430, -0.138, -0.355], [-0.312, -0.359, -0.034], [-0.290, 0.496, 0.360], [0.244, -0.258, -0.411], [-0.421, -0.047, -0.361], [-0.195, 0.455, 0.117], [0.007, -0.262, 0.172], [-0.117, 0.190, -0.189], [0.092, 0.284, -0.115], [-0.309, -0.528, 0.124], [0.041, 0.134, -0.073], [0.101, 0.195, -0.054], [0.035, -0.045, 0.027], [-0.124, 0.116, -0.090], [-0.032, 0.018, -0.012], [0.003, 0.027, -0.018], [-0.021, -0.050, 0.025], [-0.160, -0.288, 0.125], [0.211, 0.104, -0.114], [0.028, -0.028, 0.016], [-0.089, -0.068, 0.063], [-0.007, 0.016, -0.015], [0.055, 0.248, -0.168], [-0.065, -0.018, 0.028], [0.022, 0.014, -0.026], [0.014, 0.012, -0.016], [0.021, 0.022, -0.015], [-0.014, -0.058, 0.047]],
  "e_homo_ev": -9.5,
  "smiles": "CCOCCC1=CC(=O)C(S(=O)(=O)F)=CC1=O.c1ccncc1.c1ccncc1",
  "e_above_lowest_kcal_mol": 116.1
}

no.,DFT total energy (Eh),strongest force on any atom (eV/Å)
1,-3129.1647,4.38
2,-1320.2901,0.81
3,-1758.3542,2.85